1.
ORCA calculation (ωB97M-V/def2-TZVPD) on a single C6H15NO molecule.

HOMO energy: -8.3 eV
total energy: -10001.3916 eV
orbital gap: 9.189 eV
SMILES: CCN(C)[C@@H](C)CO

Last column: natural (NBO) charge in e.
Element x y z (Å)
C  2.293  0.562  -1.542  -0.614
C  1.239  -0.186  -0.696  -0.231
N  -0.039  0.535  -0.668  -0.441
C  -0.699  0.590  -1.995  -0.422
C  -1.004  0.039  0.354  -0.069
C  -1.152  -1.499  0.216  -0.668
C  -0.615  0.546  1.751  -0.078
O  -0.132  -0.473  2.613  -0.732
H  2.943  1.098  -0.845  0.206
H  1.908  1.247  -2.288  0.208
H  2.976  -0.133  -2.018  0.206
H  1.677  -0.208  0.311  0.198
H  1.243  -1.245  -0.988  0.165
H  -1.378  -0.246  -2.151  0.179
H  -1.430  1.399  -1.857  0.195
H  0.031  0.803  -2.760  0.206
H  -1.975  0.472  0.158  0.202
H  -0.717  -1.907  1.143  0.243
H  -0.528  -1.971  -0.529  0.211
H  -2.150  -1.928  0.061  0.214
H  0.149  1.306  1.509  0.181
H  -1.374  1.123  2.265  0.166
H  0.505  -0.113  3.211  0.475

2.
ORCA calculation (ωB97M-V/def2-TZVPD) on 2 unconnected molecules or ions with the total composition C6H15NO.

HOMO energy: -9.9 eV
total energy: -10002.7804 eV
orbital gap: 10.673 eV
SMILES: CCC(N)=O.CCC

Last column: natural (NBO) charge in e.
Element x y z (Å)
C  -2.587  0.479  2.580  -0.612
C  -1.657  -0.396  1.759  -0.532
C  -0.280  0.060  1.460  0.689
N  0.309  0.857  2.458  -0.866
O  0.279  -0.168  0.409  -0.606
H  -3.617  0.342  2.259  0.224
H  -2.417  1.550  2.439  0.220
H  -2.427  0.284  3.635  0.204
H  -1.566  -1.369  2.286  0.230
H  -2.040  -0.839  0.832  0.246
H  1.132  1.311  2.085  0.408
H  0.138  0.537  3.387  0.395
C  1.096  0.956  -2.511  -0.613
C  1.695  -0.425  -2.343  -0.404
C  1.140  -1.368  -3.425  -0.601
H  1.244  1.461  -3.468  0.203
H  1.305  1.555  -1.626  0.213
H  0.000  0.868  -2.534  0.200
H  2.771  -0.465  -2.534  0.185
H  1.564  -0.863  -1.360  0.228
H  0.056  -1.336  -3.558  0.193
H  1.523  -1.058  -4.405  0.193
H  1.351  -2.411  -3.222  0.203

3.
ORCA calculation (ωB97M-V/def2-TZVPD) on 2 unconnected molecules or ions with the total composition C6H15NO.

HOMO energy: -9.9 eV
total energy: -10001.4650 eV
orbital gap: 10.695 eV
SMILES: CCC(N)=O.CCC

Last column: natural (NBO) charge in e.
Element x y z (Å)
C  2.092  0.461  1.619  -0.597
C  1.994  -0.661  0.508  -0.507
C  1.366  -1.991  0.902  0.669
N  -0.032  -2.036  1.087  -0.852
O  1.928  -3.071  0.826  -0.600
H  1.176  1.106  1.754  0.203
H  2.923  0.979  1.332  0.218
H  2.087  -0.132  2.569  0.213
H  1.302  -0.035  -0.150  0.224
H  2.908  -0.833  -0.144  0.244
H  -0.363  -2.993  1.377  0.406
H  -0.660  -1.300  1.172  0.387
C  -1.955  2.206  -1.376  -0.618
C  -1.693  0.897  -0.588  -0.401
C  -0.999  -0.263  -1.545  -0.626
H  -2.290  1.949  -2.384  0.210
H  -2.591  2.919  -0.821  0.213
H  -1.038  2.812  -1.383  0.203
H  -2.650  0.512  -0.225  0.192
H  -1.156  1.062  0.365  0.184
H  -1.398  -1.308  -1.256  0.221
H  0.075  -0.287  -1.048  0.200
H  -1.027  0.006  -2.588  0.213

4.
ORCA calculation (ωB97M-V/def2-TZVPD) on a single C6H15NO molecule.

HOMO energy: -9.4 eV
total energy: -10002.7607 eV
orbital gap: 10.239 eV
SMILES: CC[C@](N)(O)C(C)C

Last column: natural (NBO) charge in e.
Element x y z (Å)
C  -2.854  -0.191  -0.052  -0.614
C  -1.386  0.295  0.537  -0.414
C  -0.296  -0.374  -0.242  0.401
N  -0.150  0.142  -1.561  -0.870
O  -0.493  -1.764  -0.198  -0.731
C  1.092  0.042  0.656  -0.218
C  2.300  -0.697  0.086  -0.625
C  1.350  1.542  0.639  -0.627
H  -3.023  0.222  -1.044  0.189
H  -2.906  -1.276  -0.094  0.222
H  -3.621  0.178  0.625  0.206
H  -1.357  -0.010  1.579  0.217
H  -1.349  1.373  0.414  0.218
H  -1.036  0.349  -2.001  0.372
H  0.411  -0.451  -2.160  0.364
H  0.259  -2.203  -0.611  0.467
H  0.932  -0.300  1.684  0.196
H  2.494  -0.383  -0.940  0.201
H  2.174  -1.780  0.116  0.195
H  3.191  -0.476  0.677  0.215
H  0.618  2.085  1.232  0.207
H  2.336  1.770  1.046  0.205
H  1.315  1.909  -0.386  0.224

5.
ORCA calculation (ωB97M-V/def2-TZVPD) on 2 unconnected molecules or ions with the total composition C6H15NO.

HOMO energy: -8.5 eV
total energy: -10000.6793 eV
orbital gap: 9.149 eV
SMILES: CC(C)CN.C=CO

Last column: natural (NBO) charge in e.
Element x y z (Å)
C  -1.428  1.120  0.849  -0.611
C  -0.724  0.378  -0.279  -0.242
C  -1.693  -0.079  -1.364  -0.603
C  0.499  1.031  -0.835  -0.231
N  1.284  1.922  -0.001  -0.834
H  -1.798  2.087  0.499  0.197
H  -0.758  1.293  1.690  0.211
H  -2.280  0.546  1.214  0.205
H  -0.296  -0.617  0.208  0.196
H  -2.460  -0.736  -0.953  0.204
H  -1.169  -0.621  -2.150  0.209
H  -2.188  0.779  -1.821  0.202
H  1.248  0.070  -0.950  0.221
H  0.301  1.540  -1.781  0.189
H  0.736  2.706  0.333  0.350
H  1.645  1.407  0.802  0.352
C  1.927  -1.482  -0.140  -0.536
C  0.899  -1.937  0.634  0.103
O  0.884  -1.631  1.983  -0.692
H  2.735  -0.945  0.335  0.219
H  2.214  -2.053  -1.008  0.223
H  0.356  -2.835  0.354  0.187
H  0.066  -1.945  2.382  0.480

6.
ORCA calculation (ωB97M-V/def2-TZVPD) on a single C6H15NO molecule.

HOMO energy: -9.1 eV
total energy: -10000.6743 eV
orbital gap: 10.064 eV
SMILES: CC[C@@H](C)[C@@H](N)CO

Last column: natural (NBO) charge in e.
Element x y z (Å)
C  -0.656  -2.411  -0.465  -0.581
C  0.261  -1.364  0.186  -0.468
C  -0.323  -0.035  0.601  -0.219
C  -0.120  0.284  2.081  -0.616
C  0.170  1.231  -0.224  -0.070
N  1.625  1.317  -0.119  -0.865
C  -0.134  0.889  -1.696  -0.087
O  -0.756  2.097  -2.225  -0.720
H  -1.356  -2.884  0.222  0.199
H  0.074  -3.201  -0.828  0.204
H  -1.237  -2.048  -1.237  0.194
H  0.835  -2.044  0.880  0.224
H  1.199  -1.395  -0.389  0.231
H  -1.522  0.111  0.415  0.205
H  0.911  0.540  2.418  0.201
H  -0.561  1.236  2.305  0.205
H  -0.557  -0.515  2.767  0.216
H  -0.217  2.177  0.226  0.197
H  1.986  0.726  0.736  0.356
H  1.928  2.282  0.057  0.366
H  -0.842  0.092  -1.879  0.166
H  0.841  0.769  -2.131  0.212
H  -1.550  2.146  -1.698  0.450

7.
ORCA calculation (ωB97M-V/def2-TZVPD) on a single C6H15NO2 molecule.

HOMO energy: -9.3 eV
total energy: -12049.9759 eV
orbital gap: 10.165 eV
SMILES: CNC(O)(O)CC(C)C

Last column: natural (NBO) charge in e.
Element x y z (Å)
C  -1.237  0.081  2.153  -0.418
N  -1.237  1.161  1.193  -0.669
C  -0.054  1.397  0.430  0.637
O  -0.469  2.012  -0.764  -0.731
O  0.669  2.387  1.110  -0.744
C  0.901  0.234  0.098  -0.458
C  0.387  -1.041  -0.606  -0.203
C  -0.815  -0.794  -1.644  -0.612
C  1.562  -1.730  -1.314  -0.606
H  -1.331  -0.896  1.675  0.174
H  -0.345  0.098  2.786  0.202
H  -2.110  0.184  2.805  0.205
H  -2.031  1.135  0.559  0.386
H  0.300  2.504  -1.084  0.482
H  0.125  2.627  1.878  0.489
H  1.709  0.667  -0.511  0.211
H  1.416  -0.067  1.021  0.214
H  0.055  -1.732  0.177  0.189
H  -0.894  -1.926  -1.808  0.206
H  -1.712  -0.375  -1.178  0.207
H  -0.466  -0.201  -2.496  0.216
H  1.262  -2.716  -1.684  0.208
H  2.406  -1.876  -0.632  0.210
H  1.909  -1.134  -2.164  0.203

8.
ORCA calculation (ωB97M-V/def2-TZVPD) on 2 unconnected molecules or ions with the total composition C6H15NO2.

HOMO energy: -9.2 eV
total energy: -12049.9921 eV
orbital gap: 9.681 eV
SMILES: CCC(=O)N(C)CC.O

Last column: natural (NBO) charge in e.
Element x y z (Å)
C  -0.777  -1.642  -3.344  -0.594
C  -1.470  -1.401  -2.078  -0.480
C  -0.425  -1.308  -0.925  0.680
O  0.131  -2.370  -0.622  -0.650
N  -0.169  -0.140  -0.321  -0.446
C  -0.457  1.160  -0.902  -0.408
C  0.896  -0.112  0.791  -0.207
C  0.289  -0.687  2.157  -0.624
H  -0.299  -2.633  -3.421  0.223
H  0.000  -0.867  -3.448  0.195
H  -1.496  -1.533  -4.174  0.208
H  -1.970  -0.428  -2.248  0.195
H  -2.256  -2.147  -1.847  0.232
H  0.127  1.980  -0.451  0.215
H  -1.528  1.414  -0.839  0.202
H  -0.178  1.072  -1.965  0.196
H  1.725  -0.739  0.410  0.223
H  1.287  0.914  0.932  0.192
H  0.985  -0.379  2.955  0.203
H  0.279  -1.789  2.105  0.233
H  -0.724  -0.338  2.419  0.213
O  1.906  4.363  5.047  -0.939
H  2.751  4.069  4.638  0.470
H  1.372  3.541  5.132  0.470

9.
ORCA calculation (ωB97M-V/def2-TZVPD) on 2 unconnected molecules or ions with the total composition C6H15NO2.

HOMO energy: -9.1 eV
total energy: -12050.1840 eV
orbital gap: 9.881 eV
SMILES: CCC(C)(O)O.[H]/N=C/C

Last column: natural (NBO) charge in e.
Element x y z (Å)
C  2.427  -0.522  0.757  -0.618
C  0.947  -0.592  0.408  -0.437
C  0.682  -0.373  -1.161  0.534
C  1.179  1.003  -1.608  -0.654
O  1.381  -1.353  -1.879  -0.736
O  -0.672  -0.539  -1.437  -0.797
H  2.997  -1.150  0.075  0.222
H  2.806  0.498  0.676  0.198
H  2.595  -0.869  1.775  0.204
H  0.398  0.148  0.991  0.188
H  0.564  -1.588  0.635  0.200
H  0.861  1.173  -2.634  0.222
H  0.761  1.777  -0.971  0.198
H  2.263  1.030  -1.570  0.217
H  0.744  -2.047  -2.085  0.483
H  -1.199  0.219  -0.993  0.504
H  -1.837  2.396  -0.029  0.363
N  -1.898  1.382  0.062  -0.665
C  -2.303  0.940  1.170  0.192
C  -2.477  -0.511  1.405  -0.694
H  -2.631  1.588  1.991  0.157
H  -2.082  -1.084  0.569  0.251
H  -3.540  -0.730  1.524  0.235
H  -1.968  -0.797  2.328  0.230

10.
ORCA calculation (ωB97M-V/def2-TZVPD) on a molecular structure, C6H15NO2.

HOMO energy (alpha / beta): -7.9 / -8.2 eV
total energy: -12044.7115 eV
orbital gap (alpha / beta): 8.131 / 8.253 eV

Last column: natural (NBO) charge in e.
Element x y z (Å)
C  -0.483  -0.311  -0.785  0.183
C  -0.115  0.837  -0.018  -0.156
C  -0.092  -0.480  -2.221  -0.680
C  -1.670  -1.096  -0.326  -0.683
C  1.398  -1.569  0.303  -0.500
C  0.784  1.890  -0.623  -0.636
N  0.714  -0.116  1.232  0.116
O  0.176  -0.551  2.289  -0.459
O  -0.553  1.669  2.920  -1.050
H  -0.110  0.675  3.212  0.513
H  -1.027  2.214  3.560  0.471
H  -0.911  1.255  0.589  0.260
H  -0.134  -1.526  -2.529  0.219
H  0.896  -0.090  -2.459  0.224
H  -0.794  0.081  -2.849  0.234
H  -2.594  -0.615  -0.662  0.232
H  -1.736  -1.115  0.764  0.240
H  -1.634  -2.118  -0.708  0.211
H  2.056  -1.255  -0.499  0.193
H  0.764  -2.400  -0.005  0.191
H  2.009  -1.883  1.145  0.205
H  1.057  2.632  0.127  0.239
H  0.289  2.409  -1.446  0.222
H  1.708  1.461  -1.011  0.210

Relative energy (zero: lowest compared OMol25 entry of this formula, charge and spin) (kcal per mole)
54.5; 22.5; 52.9; 23.0; 71.0; 71.1; 33.1; 32.7; 28.3; 154.5